{
  "formula": "C4H9FNO",
  "method": "ωB97M-V/def2-TZVPD",
  "symbols": ["C", "C", "C", "C", "N", "O", "F", "H", "H", "H", "H", "H", "H", "H", "H", "H"],
  "coordinates": [[2.80, -0.61, 0.68], [3.08, -0.49, -0.51], [-2.26, 0.50, -0.03], [-0.71, 0.46, 0.03], [-0.25, -0.92, 0.37], [-0.17, 0.78, -1.17], [-2.54, 1.72, -0.57], [2.85, -0.36, 1.67], [-0.27, 1.08, 0.76], [3.32, -0.31, -1.56], [-2.79, 0.49, 0.97], [-2.50, -0.28, -0.67], [-0.78, -1.33, 1.16], [0.75, -0.89, 0.58], [-0.36, -1.54, -0.48], [-0.17, 1.69, -1.22]],
  "total_charge": 1,
  "de_lowest_kj_mol": 263.8,
  "homo_energy_ev": -14.86,
  "total_energy_ha": -387.3068,
  "gap_ev": 11.29
}


{
  "formula": "C23H22AsCl2NO4Re",
  "method": "ωB97M-V/def2-TZVPD",
  "symbols": ["Re", "N", "C", "O", "C", "C", "H", "H", "H", "H", "H", "H", "Cl", "C", "Cl", "C", "O", "O", "H", "O", "As", "C", "C", "C", "C", "C", "C", "C", "C", "C", "C", "C", "C", "C", "C", "C", "C", "C", "C", "H", "H", "H", "H", "H", "H", "H", "H", "H", "H", "H", "H", "H", "H", "H"],
  "coordinates": [[-0.48, 1.63, 1.93], [3.17, 2.38, 3.50], [2.07, 2.47, 2.81], [1.11, 1.65, 3.10], [1.83, 3.48, 1.75], [0.69, 2.97, 0.84], [3.25, 1.70, 4.25], [3.94, 3.01, 3.34], [2.75, 3.75, 1.24], [1.49, 4.38, 2.28], [1.10, 2.50, -0.06], [0.08, 3.80, 0.51], [-3.20, 0.78, 0.55], [-3.57, 1.16, 2.26], [-2.52, 0.16, 3.31], [-3.19, 2.62, 2.52], [-3.93, 3.44, 2.92], [-1.88, 2.84, 2.21], [-4.61, 0.96, 2.48], [-0.08, 0.02, 1.07], [-0.02, -0.80, -0.49], [-0.23, 0.44, -1.90], [-1.49, 0.64, -2.48], [-1.63, 1.58, -3.49], [-0.53, 2.31, -3.91], [0.72, 2.11, -3.34], [0.88, 1.17, -2.33], [1.70, -1.58, -0.47], [2.21, -2.05, 0.74], [3.43, -2.71, 0.74], [4.11, -2.91, -0.45], [3.59, -2.46, -1.65], [2.37, -1.79, -1.67], [-1.42, -2.08, -0.39], [-1.96, -2.58, -1.57], [-2.92, -3.58, -1.49], [-3.32, -4.07, -0.25], [-2.75, -3.57, 0.92], [-1.79, -2.57, 0.85], [-2.35, 0.07, -2.15], [-2.60, 1.74, -3.94], [-0.64, 3.04, -4.71], [1.58, 2.67, -3.68], [1.85, 1.00, -1.90], [1.67, -1.90, 1.67], [3.84, -3.08, 1.67], [5.06, -3.44, -0.44], [4.12, -2.63, -2.58], [1.96, -1.45, -2.61], [-1.64, -2.22, -2.54], [-3.35, -3.98, -2.40], [-4.07, -4.85, -0.20], [-3.06, -3.96, 1.88], [-1.35, -2.19, 1.76]],
  "total_charge": 2,
  "multiplicity": 2,
  "de_lowest_kj_mol": 19.2,
  "homo_energy_ev": [-14.57, -14.71],
  "total_energy_ha": -4479.2532,
  "gap_ev": [7.86, 8.13]
}